The molecule C2H7P in a non-equilibrium geometry. Source: the Open Molecules 2025 dataset; level of theory: the ωB97M-V functional and the def2-TZVPD basis.

```
10
Properties=species:S:1:pos:R:3:forces:R:3
C -0.8441 -1.0633 0.1626 0.85 0.38 0.84
C 0.0377 0.0501 0.9266 -1.64 -2.05 0.21
P 0.7715 0.8750 -0.2242 1.06 3.61 -4.27
H -1.4127 -0.5776 -0.6323 -0.14 0.25 0.09
H -0.2486 -1.8435 -0.4041 -0.49 0.48 1.07
H -1.5956 -1.4858 0.8542 0.60 -0.13 -0.39
H 1.3176 2.2267 0.0137 0.21 -1.69 0.30
H 0.4305 0.0823 1.9362 -0.43 -0.45 -0.12
H -0.0285 1.5009 -1.3181 -0.06 -0.81 1.10
H 1.5721 0.2352 -1.3146 0.04 0.42 1.17
```
Forces are in eV/Å.

Results
SMILES string: CC=[PH3]
LUMO energy, eV: 1.1
HOMO, Ha: -0.27865
Energy above the lowest of the compared OMol25 structures with the same formula, charge and spin, kcal per mole: 76.4
E_tot, Ha: -421.61205
Largest force on an atom, eV/Å: 5.69
Frontier orbital gap, eV: 8.6363